Here is C49H58Br6N3O5Ti as an isolated structure from the OMol25 dataset. Energies are from the ωB97M-V functional and the def2-TZVPD basis.

```
! wB97M-V def2-TZVPD RIJCOSX def2/J DEFGRID3
* xyz -2 2
Br 1.10 3.55 3.98
Br -3.15 6.77 5.68
Br -4.82 5.61 -3.60
Br -6.01 0.55 -1.14
Br -1.86 5.56 -2.02
Br -6.92 3.07 -3.16
Ti -1.36 1.28 0.66
O 0.41 1.45 0.00
O -3.14 1.02 -0.14
O -1.13 2.26 2.18
O -1.27 -0.59 0.19
O -1.60 2.96 -0.40
N 0.19 -0.39 2.45
N -2.76 -0.47 2.68
N -3.64 3.22 1.74
C 5.80 -1.70 -1.39
C 0.80 2.61 -2.47
C -1.57 3.32 2.88
C -2.04 -2.77 -3.57
C 0.42 -2.18 0.69
C 2.16 0.32 1.10
C 4.20 -0.27 -0.07
C 2.18 0.94 -3.69
C -0.75 3.97 3.82
C 0.09 -3.31 -1.80
C 5.60 -0.87 -0.11
C -4.85 2.00 -1.50
C 3.23 2.95 -2.62
C -5.23 3.09 -2.31
C -4.92 3.61 1.60
C -2.73 3.08 -1.05
C 3.51 -4.41 -1.37
C -2.90 3.80 2.70
C -0.76 -2.27 -1.43
C -1.87 -0.89 3.75
C 6.63 0.27 -0.09
C -1.89 -0.45 -2.78
C 2.14 1.87 -2.46
C -3.10 4.14 -1.85
C 1.24 -3.21 0.27
C -1.96 -1.90 -2.31
C 1.77 -5.42 -2.82
C 3.41 -0.27 1.07
C -0.55 -1.63 -0.18
C -0.49 -0.23 3.72
C -4.35 4.15 -2.49
C 5.87 -1.78 1.09
C -2.54 5.39 4.50
C 1.12 -3.79 -0.99
C -4.77 5.21 3.37
C 3.69 0.42 -1.16
C -3.91 0.26 3.20
C -3.61 1.98 -0.88
C 1.63 0.94 -0.05
C -5.52 4.57 2.38
C -1.22 5.00 4.62
C 0.46 -1.78 2.14
C -3.42 4.84 3.55
C -3.22 -1.58 1.87
C 2.06 -4.91 -1.41
C 1.41 0.40 2.40
C 2.45 1.05 -1.19
C 1.91 -6.10 -0.44
C -3.25 -2.14 -1.51
H 2.48 -6.21 -3.08
H 0.11 -0.65 4.55
H -2.80 -0.19 -3.34
H 0.69 3.30 -1.63
H -0.29 -2.40 2.65
H 0.88 -6.47 -0.44
H 4.31 0.51 -2.04
H 4.23 2.52 -2.68
H 1.46 0.13 -3.56
H -2.30 -0.65 4.73
H -4.51 -0.38 3.87
H 3.05 3.53 -3.53
H 2.58 -6.92 -0.72
H 1.44 -2.09 2.57
H -1.16 -2.65 -4.21
H -5.48 3.11 0.82
H -3.58 1.13 3.76
H -3.79 -1.20 1.02
H 1.13 1.43 2.59
H -4.12 -1.95 -2.15
H 4.20 -5.21 -1.66
H -0.55 5.48 5.32
H 6.81 -2.12 -1.41
H -4.53 0.60 2.38
H -0.06 -3.77 -2.76
H 0.76 -5.83 -2.90
H 0.73 3.19 -3.40
H 2.09 0.08 3.21
H -2.36 -2.13 1.46
H 3.21 3.63 -1.77
H -0.60 0.83 3.90
H -1.77 -1.98 3.74
H -3.31 -1.46 -0.67
H -2.16 -3.83 -3.34
H 3.63 -3.58 -2.07
H 7.65 -0.12 -0.10
H -1.03 -0.29 -3.42
H -6.56 4.83 2.22
H 6.51 0.92 -0.96
H -0.05 1.93 -2.43
H 5.85 -1.23 2.03
H 5.68 -1.09 -2.29
H -3.85 -2.28 2.45
H 5.13 -2.58 1.15
H 1.91 1.51 -4.58
H 2.15 -5.80 0.58
H 3.75 -0.75 1.98
H -3.29 -3.17 -1.16
H -2.92 -2.46 -4.15
H -1.82 0.23 -1.93
H 6.86 -2.24 0.99
H 3.79 -4.06 -0.38
H 5.09 -2.52 -1.43
H 6.51 0.89 0.80
H -5.20 5.97 4.00
H 3.16 0.51 -3.84
H 1.99 -3.57 0.97
H 1.87 -4.62 -3.56
*
```

The value obtained for the HOMO energy (spin up / spin down) is 0.364 / -2.403 eV. Its energy above the lowest of the compared OMol25 structures with the same formula, charge and spin is 127.6 kJ/mol. The frontier orbital gap (spin up / spin down) is 3.33 / 6.09 eV.

---

Here is C49H59BBrN2O3PSSiV as an isolated structure in a non-equilibrium geometry from the OMol25 dataset. Energies are from the ωB97M-V functional and the def2-TZVPD basis.

```
! wB97M-V def2-TZVPD RIJCOSX def2/J DEFGRID3
* xyz 1 1
Br 2.11 1.79 1.87
V 0.33 0.41 1.34
S -0.31 -0.31 3.66
P -0.55 -2.08 1.38
Si -2.21 4.03 2.68
O 0.96 -0.68 3.02
O -0.22 0.67 4.70
O -1.23 0.07 2.55
N 0.80 1.84 -1.41
N 1.97 -0.10 -1.48
C 2.42 -4.85 1.58
C 1.90 -2.16 -2.75
C -2.05 4.88 -1.56
C -2.40 3.58 -1.89
C -0.18 2.87 -1.36
C -4.81 -3.10 -0.11
C -2.49 -3.71 0.05
C -0.77 5.18 -1.14
C -3.24 -1.61 0.93
C 2.39 0.75 -2.48
C 4.41 -1.14 0.00
C 3.64 -3.81 -2.53
C -2.35 5.81 2.00
C -3.94 3.26 2.93
C 0.73 -1.64 -3.55
C 2.37 -5.48 0.34
C 0.19 4.18 -1.02
C -0.39 -2.67 -3.75
C -3.09 0.65 -1.53
C 1.49 5.22 0.84
C -1.81 -4.43 4.52
C -1.00 -2.71 3.06
C -1.77 -3.57 5.60
C 0.63 -3.40 0.93
C 1.22 -1.18 -4.93
C 0.66 -3.95 -0.35
C 1.57 4.50 -0.50
C 3.66 -1.25 1.32
C 1.49 -5.02 -0.62
C -3.78 -3.99 -0.36
C -0.73 1.94 0.99
C -1.99 1.11 -3.77
C 2.48 -1.42 -1.70
C 4.22 -3.07 -1.52
C 4.75 0.31 -0.35
C -1.44 -4.01 3.25
C -1.32 2.88 1.50
C -1.33 -2.26 5.43
C 2.49 -3.35 -3.14
C -0.96 -1.87 4.16
C 3.66 -1.88 -1.09
C 1.69 1.90 -2.44
C -2.20 -2.51 0.68
C -4.54 -1.91 0.55
C -1.47 2.56 -1.81
C -1.84 1.16 -2.25
C 2.36 5.35 -1.51
C -1.18 3.97 4.28
C 1.54 -3.83 1.88
B 0.96 0.59 -0.69
H -2.20 0.09 -4.10
H -3.40 3.36 -2.23
H 5.13 0.36 -1.37
H -2.80 1.75 -4.10
H 0.00 -3.59 -4.18
H -0.52 6.20 -0.91
H 3.15 -5.17 2.32
H 5.37 -1.67 0.12
H -2.79 5.67 -1.65
H 2.48 5.29 1.27
H 1.10 6.23 0.73
H 0.39 -0.75 -5.50
H 0.85 4.66 1.52
H 3.89 0.96 -0.26
H -1.47 -4.71 2.42
H -3.04 -0.68 1.44
H 2.46 4.83 -2.46
H 5.15 -3.42 -1.08
H -3.87 2.29 3.40
H 2.00 -0.43 -4.84
H 2.11 3.57 -0.34
H 4.06 -0.55 2.04
H -1.71 -4.44 -0.13
H 2.59 -1.03 1.16
H -4.48 3.14 1.99
H -0.24 4.51 4.15
H 1.56 -3.36 2.86
H 5.52 0.67 0.32
H -0.94 2.94 4.54
H -5.34 -1.21 0.76
H 2.07 -3.92 -3.96
H -3.99 1.16 -1.89
H -1.07 1.44 -4.25
H -3.22 -0.41 -1.71
H -0.90 -2.90 -2.83
H -2.82 6.45 2.74
H 1.62 -2.02 -5.49
H -4.54 3.90 3.57
H 1.86 6.29 -1.69
H 1.45 -5.49 -1.59
H -1.12 -2.27 -4.45
H 3.34 5.55 -1.10
H -3.98 -4.93 -0.86
H 1.74 2.75 -3.10
H -2.15 -5.45 4.66
H 0.02 -3.54 -1.12
H 4.10 -4.73 -2.86
H -1.28 -1.55 6.24
H -5.82 -3.34 -0.43
H 3.74 -2.26 1.73
H -1.37 6.22 1.77
H -1.70 4.40 5.12
H 3.02 -6.32 0.12
H -2.95 5.85 1.10
H 3.18 0.47 -3.15
H -2.06 -3.91 6.59
H 0.30 -0.77 -3.03
H -1.03 0.48 -1.96
H -2.99 0.81 -0.46
*
```

The value obtained for the HOMO energy is -10.432 eV. Its energy above the lowest of the compared OMol25 structures with the same formula, charge and spin is 185.6 kJ/mol. The frontier orbital gap is 5.57 eV.

---

Here is C49H59CoN3O4Se as an isolated structure from the OMol25 dataset. Energies are from the ωB97M-V functional and the def2-TZVPD basis.

```
! wB97M-V def2-TZVPD RIJCOSX def2/J DEFGRID3
* xyz -1 5
Se 0.22 1.75 -3.21
Co 0.05 -1.33 -2.28
O -0.34 -2.16 -0.43
O -1.75 -0.43 -2.37
O 1.84 -0.59 -2.09
O 0.18 1.75 1.80
N -0.12 -0.01 0.30
N 0.14 -2.98 -3.48
N 0.40 -0.45 2.47
C 2.22 0.55 -1.57
C -3.47 -1.50 3.67
C 3.32 0.64 -0.67
C 3.30 4.33 0.38
C 2.61 -3.37 -3.15
C 4.76 4.71 0.10
C -1.69 5.28 0.41
C -5.73 0.33 -1.13
C -2.76 4.20 0.59
C -3.23 -3.70 2.77
C 4.19 -0.59 -0.38
C -0.55 -5.02 -4.15
C 0.95 -2.85 2.22
C 3.12 4.09 1.89
C 1.81 -2.77 3.31
C 1.02 -3.98 1.40
C -3.28 0.77 -1.00
C -2.51 3.00 -0.32
C 2.94 3.05 -0.37
C -2.72 3.71 2.05
C -1.97 -3.37 2.30
C 4.86 -1.02 -1.69
C -0.05 -1.73 1.97
C 2.41 5.50 -0.02
C 1.22 -3.83 -3.46
C 3.35 -1.72 0.20
C 0.83 -5.09 -3.86
C -2.08 0.65 -1.82
C -3.99 -2.77 3.47
C 0.15 0.56 1.53
C -4.20 -1.52 -1.73
C -0.19 -1.32 0.48
C -1.44 -2.10 2.50
C -1.44 2.94 -1.21
C -1.23 1.81 -1.96
C 1.61 1.78 -1.91
C 1.92 -4.99 1.67
C -2.28 -3.13 -4.17
C 1.95 2.99 -1.33
C -4.31 -0.79 0.62
C -4.35 -0.30 -0.83
C -2.22 -1.17 3.18
C -3.41 1.92 -0.27
C -4.13 4.80 0.28
C 2.77 -4.90 2.77
C 5.31 -0.30 0.63
C 3.61 1.86 -0.09
C 2.71 -3.78 3.58
C -0.94 -3.72 -3.90
H 5.53 -0.23 -2.05
H -5.03 -2.20 -1.54
H 5.44 3.91 0.37
H -6.49 -0.46 -1.13
H -0.76 3.77 -1.32
H 2.53 5.76 -1.07
H 4.12 -1.23 -2.46
H -3.52 3.00 2.25
H 5.90 -1.21 0.77
H 2.49 -1.95 -0.42
H -3.62 -4.70 2.60
H 5.46 -1.93 -1.53
H 1.80 -1.89 3.93
H -5.73 0.81 -2.10
H -4.97 -3.03 3.85
H -1.40 -4.12 1.76
H -4.94 4.08 0.43
H 3.00 -1.45 1.19
H 3.38 -3.69 4.43
H -1.66 5.65 -0.62
H -4.18 5.15 -0.75
H 1.43 3.88 -1.65
H -1.77 3.22 2.27
H 3.31 -3.76 -3.90
H 1.48 -5.95 -3.97
H 0.40 -4.03 0.51
H 2.67 6.38 0.57
H -5.06 -1.57 0.78
H 5.04 5.60 0.67
H 4.90 4.92 -0.96
H 3.47 -5.70 2.98
H 4.91 -0.01 1.60
H -3.33 -1.21 0.85
H -2.24 -2.04 -4.17
H 3.29 5.02 2.44
H -3.27 -2.05 -1.53
H -3.04 -3.43 -3.44
H 2.66 -2.29 -3.16
H -2.64 -3.44 -5.16
H 4.42 1.90 0.63
H -4.21 -1.26 -2.78
H 3.83 3.35 2.26
H 0.31 -0.20 3.45
H -1.85 -0.16 3.32
H 2.96 -3.71 -2.17
H -4.50 0.01 1.34
H -4.32 5.65 0.94
H -2.85 4.57 2.72
H -1.20 -5.81 -4.51
H 5.99 0.49 0.28
H -0.70 4.91 0.68
H 3.96 -2.63 0.30
H 1.97 -5.84 1.01
H 2.12 3.72 2.10
H -1.93 6.12 1.06
H -6.02 1.06 -0.38
H -4.25 1.99 0.40
H -4.05 -0.75 4.21
H 1.36 5.27 0.16
*
```

The value obtained for the HOMO energy (spin up / spin down) is -3.862 / -3.858 eV. The frontier orbital gap (spin up / spin down) is 6.09 / 3.99 eV.

---

Here is C49H59GeIN2O5SSn as an isolated structure in a non-equilibrium geometry from the OMol25 dataset. Energies are from the ωB97M-V functional and the def2-TZVPD basis.

```
! wB97M-V def2-TZVPD RIJCOSX def2/J DEFGRID3
* xyz -2 1
I -2.92 -1.97 2.50
Sn -0.23 -1.18 2.35
Ge 4.74 -1.57 -0.12
S 0.28 -1.62 4.74
O -0.03 -3.68 -0.45
O -0.28 -1.39 -1.05
O 2.09 -4.49 1.83
O -0.44 1.06 2.74
O 2.52 -2.29 2.27
N 0.72 -2.74 -0.26
N -1.70 0.41 0.46
C -1.97 -1.43 -2.72
C 5.41 0.27 -0.36
C -0.71 -3.61 -3.10
C 5.41 -3.69 1.74
C -1.97 2.80 3.25
C -3.27 -1.12 -3.05
C -1.38 3.04 4.63
C 6.79 0.50 -0.28
C 2.07 -2.85 -0.08
C -4.13 -0.38 -2.22
C -3.15 2.39 0.71
C 5.15 -3.92 -3.66
C 7.31 1.78 -0.44
C 2.79 -1.55 -0.35
C 2.26 -3.30 1.67
C 4.57 1.35 -0.60
C 0.17 -1.45 -4.01
C -5.58 -0.10 -2.60
C -1.62 1.79 5.49
C -5.98 -0.69 -3.96
C -2.02 4.23 5.36
C -5.78 1.42 -2.68
C -1.44 -1.01 -1.45
C 5.98 -1.50 2.54
C 6.19 -3.40 3.99
C 5.08 2.63 -0.76
C -3.01 3.58 2.78
C 6.80 -3.03 -1.63
C -1.47 1.75 2.41
C 0.13 3.32 4.54
C -3.58 3.42 1.50
C 5.51 -2.32 1.52
C -4.66 4.42 1.07
C 7.32 -3.81 -2.65
C -4.10 5.85 1.08
C -1.11 -2.25 -3.69
C 6.33 -2.04 3.77
C 6.45 2.84 -0.68
C -2.14 1.48 1.15
C 5.74 -4.23 2.98
C -1.82 -2.53 -5.03
C 6.49 -4.26 -3.67
C -5.85 4.33 2.04
C 4.64 -3.12 -2.64
C -3.61 0.10 -1.04
C -6.52 -0.69 -1.53
C 5.46 -2.67 -1.61
C -5.19 4.13 -0.34
C -2.27 -0.11 -0.65
H 3.59 -2.86 -2.65
H 4.49 -4.27 -4.45
H -5.06 1.85 -3.39
H -5.60 1.89 -1.71
H -6.79 1.67 -3.01
H -6.23 3.31 2.08
H -6.66 4.99 1.72
H -2.69 1.57 5.55
H 3.50 1.19 -0.65
H -6.28 -0.30 -0.54
H -7.56 -0.47 -1.76
H 8.38 1.94 -0.38
H -3.68 -1.49 -3.98
H -0.08 -0.56 -4.60
H -4.87 6.57 0.78
H -3.25 5.92 0.40
H 0.32 4.22 3.95
H -5.91 -1.78 -3.95
H 0.64 2.48 4.08
H 0.88 -2.05 -4.58
H 6.68 -1.39 4.56
H 0.33 -1.75 -0.34
H 6.89 -4.88 -4.47
H -1.55 4.34 6.34
H -3.39 4.38 3.40
H -1.87 5.16 4.80
H 5.60 -5.29 3.15
H 5.04 -4.34 0.96
H -1.55 -4.06 -2.56
H 2.36 -0.78 0.29
H -2.17 -1.61 -5.50
H -3.75 6.12 2.08
H 0.11 -3.49 -2.40
H -7.01 -0.42 -4.19
H 0.64 -1.12 -3.08
H -3.09 4.08 5.51
H -1.12 0.92 5.05
H 4.41 3.46 -0.94
H -1.11 -3.00 -5.71
H 2.49 -3.74 -0.56
H -5.66 3.14 -0.38
H 2.59 -1.22 -1.38
H -5.34 -0.30 -4.76
H 0.55 3.46 5.54
H 8.37 -4.08 -2.65
H -4.26 0.59 -0.33
H -6.40 -1.78 -1.50
H -4.39 4.16 -1.08
H -5.55 4.62 3.05
H -5.95 4.87 -0.61
H 6.85 3.84 -0.81
H 6.06 -0.43 2.37
H 6.42 -3.82 4.97
H 7.46 -0.33 -0.08
H -0.39 -4.29 -3.88
H -2.66 -3.21 -4.89
H -1.23 1.92 6.50
H -3.52 2.27 -0.29
H 7.45 -2.70 -0.83
*
```

The value obtained for the HOMO energy (spin up / spin down) is -1.437 / -1.900 eV. Its energy above the lowest of the compared OMol25 structures with the same formula, charge and spin is 509.1 kJ/mol. The frontier orbital gap (spin up / spin down) is 5.31 / 5.77 eV.

---

Q: What is the formula in the fourth record?
A: C49H59GeIN2O5SSn